{"formula": "C50H136F6N23O14P6S2", "method": "ωB97M-V with the def2-TZVPD basis set", "symbols": ["S", "S", "P", "P", "P", "P", "P", "P", "F", "F", "F", "F", "F", "F", "O", "O", "O", "O", "O", "O", "O", "O", "O", "O", "O", "O", "O", "O", "N", "N", "N", "N", "N", "N", "N", "N", "N", "N", "N", "N", "N", "N", "N", "N", "N", "N", "N", "N", "N", "N", "N", "C", "C", "C", "C", "C", "C", "C", "C", "C", "C", "C", "C", "C", "C", "C", "C", "C", "C", "C", "C", "C", "C", "C", "C", "C", "C", "C", "C", "C", "C", "C", "C", "C", "C", "C", "C", "C", "C", "C", "C", "C", "C", "C", "C", "C", "C", "C", "C", "C", "C", "H", "H", "H", "H", "H", "H", "H", "H", "H", "H", "H", "H", "H", "H", "H", "H", "H", "H", "H", "H", "H", "H", "H", "H", "H", "H", "H", "H", "H", "H", "H", "H", "H", "H", "H", "H", "H", "H", "H", "H", "H", "H", "H", "H", "H", "H", "H", "H", "H", "H", "H", "H", "H", "H", "H", "H", "H", "H", "H", "H", "H", "H", "H", "H", "H", "H", "H", "H", "H", "H", "H", "H", "H", "H", "H", "H", "H", "H", "H", "H", "H", "H", "H", "H", "H", "H", "H", "H", "H", "H", "H", "H", "H", "H", "H", "H", "H", "H", "H", "H", "H", "H", "H", "H", "H", "H", "H", "H", "H", "H", "H", "H", "H", "H", "H", "H", "H", "H", "H", "H", "H", "H", "H", "H", "H", "H", "H", "H", "H", "H", "H", "H", "H", "H", "H", "H"], "xyz": [[-0.92756, 0.40518, -1.92407], [-1.71551, 1.77965, 0.14278], [2.47504, 2.49484, 5.66468], [6.22653, 0.90208, 0.92982], [1.81466, -4.06165, 2.22700], [1.31909, 4.50781, -4.67868], [-4.95200, -4.06765, -0.61737], [2.68740, -3.86210, -5.23718], [-3.57575, 0.88632, 1.90786], [-1.58832, 0.01565, 2.24896], [-1.27019, -0.73300, -4.37819], [-2.06380, 2.08552, 2.92653], [-0.78987, -2.09607, -2.70579], [-2.79682, -1.27387, -2.87819], [0.64155, -4.12241, 3.11046], [-4.64756, 0.86141, 6.25032], [-4.63574, 6.55047, 4.20897], [0.47053, 0.08650, -1.61826], [1.73179, 5.70573, -5.46064], [3.78122, 2.04901, 6.29010], [6.60311, -0.07390, 1.99551], [-2.77895, 2.78438, -0.12773], [-1.19347, 1.55406, -2.78244], [3.99497, -3.62406, -5.94170], [-6.23453, -3.35634, -0.25986], [-6.31382, -0.89374, -0.64052], [-7.17076, 3.92101, -1.21671], [-0.35199, 2.25383, 0.19712], [-0.24689, 4.55897, -3.96511], [-3.68183, -3.65500, 0.49056], [5.66229, 2.43068, 1.39960], [-6.22267, 5.74683, -0.21083], [2.70954, -2.99304, -3.82933], [2.43467, -5.57136, 1.70062], [5.09381, 0.32476, -0.16526], [-4.83486, 4.24148, 4.35095], [-3.22831, -0.91723, 5.65329], [0.93324, 1.92614, 6.27577], [2.22152, 4.20109, -3.29821], [-4.37388, -3.70743, -2.19169], [7.58180, 1.33697, -0.06110], [3.31907, -3.45712, 2.96639], [1.35097, 3.05906, -5.58780], [1.22767, -3.47272, -6.13247], [-5.91305, 0.85514, -2.10640], [1.49623, -3.08558, 0.88156], [2.26084, 1.92713, 4.02137], [-1.90844, 0.29641, -0.78610], [2.31956, 4.19704, 5.58043], [-5.07980, -5.78959, -0.55484], [2.36641, -5.48716, -4.70471], [4.36834, -2.80774, 2.15651], [-6.20068, 4.49277, -0.65318], [5.64743, 2.77674, 2.75776], [3.45599, -3.14584, 4.38689], [-5.15526, 5.48409, 3.86153], [-4.27422, -0.03511, 5.46018], [7.49351, 1.46599, -1.49914], [-5.53278, -0.14645, -1.20784], [2.97966, 0.71170, 3.57868], [3.50809, -5.63316, 0.75959], [1.38470, -2.66718, -7.37243], [0.73929, -3.69529, -0.24730], [3.63633, 0.59066, -0.16013], [-3.95257, -6.72058, -0.70181], [3.61573, 4.68232, -3.33503], [-3.62580, -4.27009, 1.91706], [-4.94418, 1.63158, -2.84590], [-0.46566, 2.31763, 5.74193], [-3.60614, 3.94297, 5.18346], [2.85985, -1.48145, -3.99519], [1.32208, -5.79588, -3.70830], [1.97352, 4.98285, 6.80225], [-1.40711, 4.20652, -4.76201], [-6.28166, -6.40505, -1.13956], [-5.36865, -3.26918, -3.24175], [-7.24339, 0.96756, -2.63148], [-2.88557, -1.88884, 4.66065], [8.88388, 1.78970, 0.54605], [3.64417, -3.39748, -2.73170], [3.24611, 4.90651, 4.71955], [-3.00832, -4.16774, -2.71307], [-0.12849, -3.44809, -5.55961], [1.19366, -1.71627, 1.08692], [5.44202, 3.47333, 0.44822], [5.35499, -0.94164, -0.82061], [-2.30774, -0.92091, 6.80697], [0.94343, 3.21722, -6.96246], [-4.96086, 6.36177, 0.33604], [-2.24417, 1.13782, 1.95820], [1.93189, 3.34688, -2.15693], [-5.45829, 2.97628, 3.90968], [1.91440, -6.79405, 2.31213], [1.14148, 1.77209, -4.99271], [-7.31973, 6.74430, -0.41249], [-1.51779, -1.05036, -3.08648], [1.32251, 2.39490, 2.99477], [0.89896, 0.58412, 7.00843], [-3.08084, -2.32258, 0.37864], [-0.49804, 5.61097, -3.02401], [3.04631, -6.63897, -5.31899], [0.75704, 3.23577, 3.39637], [0.38348, 5.87122, -2.43811], [2.18580, 3.85855, -1.22857], [3.35501, -4.88749, -0.02056], [-4.82014, -0.22264, 4.52263], [2.00518, -1.79504, -7.16636], [4.76061, 3.36703, 2.98847], [0.82337, -0.23658, 6.29511], [-5.88740, 5.37254, 3.04683], [-3.89964, 1.50175, -2.56272], [-4.06535, -5.25367, 1.75129], [2.73589, 4.82008, 7.56409], [6.48482, 3.42278, 3.02137], [3.85965, -7.03515, -4.71102], [5.35236, -2.94327, 2.60531], [2.64635, -7.29766, 2.94357], [-1.57875, 3.13042, -4.73652], [-2.16551, -2.28820, 0.96949], [-1.29400, 5.34700, -2.32769], [-0.79084, 6.46726, -3.63160], [3.43563, 1.64098, 0.05111], [5.21381, -1.79637, -0.15908], [3.39839, -6.51143, 0.12341], [3.33730, -6.35500, -6.33032], [8.65771, 2.51322, 1.32929], [-0.06688, 3.62157, -7.02486], [5.69749, 3.14096, -0.55794], [-1.79762, -1.85900, 4.60071], [-8.20547, 6.35515, -0.91461], [4.60503, -3.05274, -3.11381], [-4.27984, -7.68553, -0.31467], [1.77262, 0.47445, 7.65091], [3.42914, -2.90004, -1.78597], [0.56191, 1.68585, 2.66792], [2.32400, -0.13599, 3.77773], [-3.19050, -2.88266, 4.98841], [-1.28804, -0.81963, 6.43540], [8.25232, 0.85863, -1.99255], [-6.96605, 7.57088, -1.02875], [1.72339, 1.05251, -5.56862], [-7.65194, 7.35079, 0.43008], [0.95802, -1.23977, 0.13534], [-0.48969, 3.23721, 5.15722], [1.01457, 4.59917, 7.15057], [4.36477, 3.62418, 0.51814], [4.74418, -1.05629, -1.71607], [3.74698, -4.46521, -2.53812], [-6.09302, 3.12034, 3.03534], [-7.27858, 0.52248, -3.62585], [-6.12830, -2.57896, -2.87483], [-5.14018, 2.70382, -2.84586], [-4.30152, 6.82704, -0.39670], [-0.78602, -4.27655, -5.82304], [4.30304, 4.90210, 4.98598], [-7.58325, 1.99902, -2.72456], [1.73765, -5.56795, -2.72675], [-7.98959, 0.49086, -1.99584], [6.40591, -0.93592, -1.10980], [-5.09436, 7.05597, 1.16572], [0.80218, -3.02038, -1.10091], [-1.16675, 2.46747, 6.56297], [1.62931, -7.50062, 1.53266], [4.33511, -3.00039, 1.08419], [-0.05990, -3.35190, -4.47602], [3.04318, 0.42716, -1.05988], [-1.46180, 4.57609, -5.78599], [-4.43673, -0.20081, -1.11885], [3.83661, 5.35967, -4.15996], [-6.52865, -7.32434, -0.60853], [2.88291, -2.24638, 4.61202], [1.82975, 2.64110, 2.06193], [4.50304, -2.99526, 4.64979], [3.06006, -3.93076, 5.03126], [6.03295, 4.36121, 0.67308], [-4.97973, -2.84822, -4.16891], [-3.13589, -5.22429, -2.94870], [1.50124, 1.66293, -3.96959], [-2.36597, -0.08072, 7.49892], [-6.02879, 2.71292, 4.80034], [1.94620, -3.09408, -8.20343], [0.06815, 0.55314, 7.71334], [-6.03287, -4.07689, -3.54918], [3.21925, 4.37717, 3.76709], [-2.76865, -3.75521, -3.69312], [9.61172, 2.09245, -0.20673], [4.46659, -5.37593, 1.21036], [-2.16927, -3.95980, -2.04910], [-7.15194, -5.76522, -1.28568], [1.96204, 6.04337, 6.55072], [3.00002, 5.96789, 4.68749], [-2.99571, -6.39550, -0.29335], [-3.65291, -6.96667, -1.72050], [-4.41918, 5.47117, 0.65465], [-4.16529, -3.74453, 2.70499], [0.85262, 3.20985, -2.08999], [-2.91351, -2.02832, -0.65747], [-0.27790, -3.81231, 0.12651], [-2.39950, -1.84529, 7.37723], [-6.01600, -6.69065, -2.15738], [-2.94586, 3.19571, 4.74331], [3.20882, -0.02354, 0.63240], [-4.68152, 2.23012, 3.74241], [3.72889, -1.18565, -4.58286], [-5.26928, 3.93655, -0.46526], [2.50085, 2.42199, -2.25152], [0.36874, -5.26795, -3.68480], [-0.76861, -2.65484, -5.94573], [-3.30073, -1.67005, 3.67684], [2.94612, -0.95914, -3.04237], [2.26981, -7.38824, -5.47304], [-0.93145, 1.44441, 5.28516], [0.31010, -1.61197, 1.71665], [3.19212, 0.69192, 2.50976], [3.89925, 0.58009, 4.14889], [2.02478, -1.23560, 1.60297], [-2.33174, 4.53236, -4.28558], [-3.70815, -1.53388, 0.79400], [4.14804, -1.74044, 2.13609], [-2.97369, 4.81766, 5.33520], [0.89398, 2.17306, -7.27130], [0.11168, 1.41529, -4.97558], [4.35602, 3.88391, -3.38630], [1.61233, 3.77309, -7.61947], [1.12423, -4.62770, -0.66024], [9.28739, 0.99480, 1.17329], [-3.86844, 3.57647, 6.17592], [-4.95159, 1.33334, -3.89428], [-2.62721, -4.50661, 2.28446], [1.06553, -6.85524, -3.70199], [1.10228, -6.55114, 2.99738], [1.96139, -1.06942, -4.45465], [6.49139, 1.37127, -1.91733], [7.64397, 2.51120, -1.76933], [5.54665, 1.91810, 3.42162], [0.38053, -2.40961, -7.70918], [3.81893, 5.28419, -2.44927]], "lowdin_spin": [0.000, 0.000, -0.002, 0.000, 0.000, 0.000, 0.000, 0.000, 0.000, 0.000, 0.000, 0.000, 0.000, 0.000, 0.000, 0.000, 0.000, 0.000, 0.000, 0.001, 0.000, 0.000, 0.000, 0.000, 0.000, 0.000, 0.000, 0.000, 0.000, 0.000, 0.003, 0.000, 0.000, 0.000, 0.000, 0.000, 0.000, 0.247, 0.000, 0.000, 0.000, 0.000, 0.000, 0.000, 0.000, 0.000, 0.519, 0.000, -0.001, 0.000, 0.000, 0.000, 0.000, 0.001, 0.000, 0.000, 0.000, 0.000, 0.000, 0.047, 0.000, 0.000, 0.000, 0.001, 0.000, 0.000, 0.000, 0.000, 0.011, 0.000, 0.000, 0.000, 0.001, 0.000, 0.000, 0.000, 0.000, 0.000, 0.000, 0.000, 0.002, 0.000, 0.000, 0.000, 0.000, 0.000, 0.000, 0.000, 0.000, 0.000, 0.000, 0.000, 0.000, 0.000, 0.000, 0.000, 0.050, 0.013, 0.000, 0.000, 0.000, -0.001, 0.000, 0.000, 0.000, 0.000, 0.000, 0.001, 0.005, 0.000, 0.000, 0.000, 0.000, 0.000, 0.000, 0.000, 0.000, 0.000, 0.000, 0.000, 0.000, 0.000, 0.000, 0.000, 0.000, 0.000, 0.000, 0.000, 0.000, 0.000, 0.000, 0.000, 0.000, 0.000, 0.019, 0.024, 0.000, 0.000, 0.000, 0.000, 0.000, 0.000, 0.000, 0.000, 0.000, 0.000, 0.000, 0.000, 0.000, 0.000, 0.000, 0.000, 0.000, 0.000, 0.000, 0.000, 0.000, 0.000, 0.000, 0.000, 0.000, 0.006, 0.000, 0.000, 0.000, 0.000, 0.000, 0.000, 0.000, 0.000, 0.000, 0.022, 0.000, 0.000, 0.000, 0.000, 0.000, 0.000, 0.000, 0.000, 0.000, 0.005, 0.000, 0.001, 0.000, 0.000, 0.000, 0.000, 0.000, 0.000, 0.000, 0.000, 0.000, 0.000, 0.000, 0.000, 0.000, 0.000, 0.000, 0.000, 0.000, 0.001, 0.000, 0.000, 0.000, 0.000, 0.000, 0.000, 0.000, 0.000, 0.000, 0.004, 0.000, 0.011, 0.002, 0.000, 0.000, 0.000, 0.000, 0.000, 0.000, 0.000, 0.000, 0.000, 0.000, 0.000, 0.000, 0.000, 0.000, 0.000, 0.000, 0.000, 0.000, 0.000, 0.000, 0.000, 0.000], "e_tot_ha": -7743.089596, "spin_multiplicity": 2, "max_force_ha_per_bohr": 0.1114, "s_squared": 0.759}